Below is 3 unconnected molecules or ions with the total composition C20H45N4O9P in a non-equilibrium geometry, with properties calculated with ωB97M-V/def2-TZVPD.

Output
* largest force on an atom: 5.9 eV/Å
* total charge: 0
* HOMO-LUMO gap: 9.4960 eV
* structure (SMILES): [H]/N=C/CC(=O)O[C@@](CCCN)(CCOC(=O)CC)P(=O)(O)O.COC[C@@H](C)N.COC[C@@H](C)N
* LUMO level: 0.0 eV
* 2S+1: 1

```
79
C20H45N4O9P ωB97M-V/def2-TZVPD
H -2.906 -0.973 -0.301
N -3.331 -0.735 -1.229
C -2.803 -1.514 -2.164
C -3.336 -1.292 -3.648
C -2.181 -1.454 -4.776
O -1.930 -2.648 -5.102
O -1.549 -0.334 -5.382
C -0.394 0.129 -4.642
C -0.818 1.258 -3.584
C -1.169 2.691 -4.206
C -0.382 3.933 -3.561
N 0.986 3.624 -3.049
C 0.399 -1.011 -3.831
C 1.851 -0.560 -3.311
O 2.965 -1.159 -4.025
C 3.961 -0.148 -4.284
O 4.321 0.083 -5.475
C 4.699 0.688 -3.145
C 5.001 -0.127 -1.793
P 0.841 0.751 -5.977
O 0.022 1.311 -7.173
O 1.685 -0.610 -6.626
O 1.885 1.960 -5.401
H -2.009 -2.283 -1.876
H -3.929 -0.313 -3.788
H -4.104 -2.130 -3.856
H -1.789 0.873 -3.086
H -0.053 1.296 -2.719
H -2.292 2.893 -4.018
H -1.041 2.764 -5.343
H -0.243 4.704 -4.412
H -0.995 4.500 -2.758
H 1.578 4.464 -2.994
H 0.853 3.297 -2.070
H 0.524 -1.923 -4.506
H -0.179 -1.376 -2.904
H 1.902 0.595 -3.254
H 1.945 -0.906 -2.210
H 4.175 1.670 -2.865
H 5.720 1.006 -3.579
H 6.143 -0.146 -1.640
H 4.574 0.410 -0.864
H 4.658 -1.213 -1.798
H 2.344 -0.177 -7.229
H 2.696 1.936 -5.959
C -1.704 -2.687 5.380
O -0.914 -2.827 4.209
C -1.522 -3.593 3.174
C -2.495 -2.794 2.284
C -3.849 -2.539 2.937
N -1.915 -1.508 1.870
H -2.297 -3.583 5.587
H -2.351 -1.813 5.294
H -1.030 -2.517 6.222
H -0.696 -3.939 2.543
H -1.996 -4.493 3.583
H -2.679 -3.390 1.383
H -3.805 -1.771 3.712
H -4.573 -2.197 2.192
H -4.245 -3.454 3.386
H -1.055 -1.688 1.356
H -1.595 -1.034 2.716
C -1.139 1.840 7.325
O -0.940 1.009 6.192
C 0.100 1.441 5.319
C 1.513 0.998 5.748
C 2.088 1.823 6.894
N 1.543 -0.423 6.122
H -0.967 2.895 7.097
H -0.496 1.518 8.146
H -2.174 1.721 7.651
H -0.119 0.974 4.352
H 0.047 2.525 5.158
H 2.175 1.138 4.886
H 1.636 1.579 7.857
H 3.162 1.641 6.992
H 1.950 2.894 6.713
H 1.243 -0.978 5.322
H 0.803 -0.570 6.809
```



Below is a molecular structure, C20H46AlOP4Se in a non-equilibrium geometry, with properties calculated with ωB97M-V/def2-TZVPD.

Output
* largest force on an atom: 2.4 eV/Å
* total charge: +3
* HOMO-LUMO gap: 6.8345 eV
* LUMO level: -8.7 eV
* 2S+1: 1

```
73
C20H46AlOP4Se ωB97M-V/def2-TZVPD
Al 0.733 -0.637 -0.414
P -1.877 -1.197 2.469
P 1.308 -2.915 0.026
P -1.288 -0.766 -1.720
H -0.527 4.408 0.294
C -1.437 3.844 0.063
C -2.152 3.195 0.999
H -1.843 3.133 2.047
C -0.956 -0.453 3.811
C -2.448 -2.841 2.898
C -3.267 -0.149 2.040
C 2.509 -3.632 -1.145
C 2.153 -3.097 1.634
C 0.004 -4.189 0.071
C -2.173 0.820 -1.792
C -2.607 -1.973 -1.364
C -0.895 -1.076 -3.476
H -1.784 3.893 -0.976
H -3.135 2.779 0.757
H -0.608 0.550 3.528
H -0.086 -1.074 4.066
H -1.609 -0.373 4.692
H -1.626 -3.566 2.813
H -3.266 -3.143 2.226
H -2.818 -2.842 3.933
H -2.928 0.811 1.630
H -3.862 0.046 2.944
H -3.909 -0.648 1.302
H 2.978 -4.510 -0.679
H 3.275 -2.891 -1.403
H 1.990 -3.938 -2.062
H 2.542 -4.122 1.720
H 1.455 -2.904 2.460
H 2.990 -2.389 1.701
H 0.440 -5.136 0.423
H -0.399 -4.339 -0.940
H -0.813 -3.900 0.744
H -3.004 0.738 -2.509
H -1.496 1.619 -2.121
H -2.570 1.096 -0.805
H -3.302 -1.994 -2.217
H -3.166 -1.692 -0.462
H -2.191 -2.980 -1.225
H -1.813 -0.935 -4.066
H -0.529 -2.104 -3.598
H -0.116 -0.379 -3.819
C 1.639 1.425 -3.041
C 1.046 2.490 -2.331
C 0.468 3.555 -3.020
C 0.504 3.593 -4.423
C 1.132 2.558 -5.135
C 1.706 1.487 -4.452
Se 2.391 -0.072 -2.134
H -0.995 -1.283 1.341
H 1.032 2.455 -1.239
H -0.006 4.359 -2.452
H 0.052 4.432 -4.957
H 1.170 2.593 -6.227
H 2.211 0.680 -4.985
C 2.557 0.479 3.193
P 2.000 1.410 1.780
C 1.071 2.835 2.311
C 3.380 1.928 0.780
O 1.012 0.519 0.955
H 1.755 0.400 3.938
H 3.407 1.001 3.652
H 2.877 -0.530 2.902
H 1.717 3.720 2.235
H 0.167 2.998 1.709
H 0.789 2.711 3.366
H 4.203 1.213 0.897
H 3.118 1.983 -0.286
H 3.719 2.914 1.126
```



Below is 3 unconnected molecules or ions with the total composition C20H46B2F4N2O5P in a non-equilibrium geometry, with properties calculated with ωB97M-V/def2-TZVPD.

Output
* largest force on an atom: 2.7 eV/Å
* total charge: -1
* HOMO-LUMO gap: 6.5888 eV
* LUMO level: 2.0 eV
* 2S+1: 1

```
80
C20H46B2F4N2O5P ωB97M-V/def2-TZVPD
C -7.038 2.624 -1.942
P -6.332 0.964 -2.204
C -7.590 -0.132 -2.959
C -4.910 1.055 -3.390
C -4.495 -0.367 -3.695
O -3.256 -0.391 -4.427
C -3.040 -1.494 -5.163
F -3.423 -2.645 -4.543
F -3.690 -1.468 -6.365
F -1.706 -1.604 -5.418
O -5.464 1.572 -4.626
B -5.093 3.014 -4.785
C -6.429 3.935 -5.033
F -4.190 3.166 -5.885
O -4.350 3.325 -3.528
C -3.794 2.091 -3.197
C -2.865 2.075 -1.975
B -3.432 1.422 -0.661
O -2.781 0.336 -0.080
O -4.535 1.888 0.001
H -7.424 2.640 -0.931
H -6.262 3.375 -2.014
H -7.822 2.854 -2.654
H -8.498 -0.031 -2.377
H -7.232 -1.147 -2.840
H -7.780 0.068 -4.011
H -5.283 -0.770 -4.322
H -4.440 -0.989 -2.804
H -6.619 4.571 -4.168
H -7.303 3.294 -5.124
H -6.343 4.569 -5.910
H -3.142 1.850 -4.041
H -2.613 3.108 -1.740
H -1.935 1.584 -2.247
H -2.302 -0.133 -0.762
H -5.168 1.168 0.091
C 2.248 -2.198 1.549
C 1.368 -1.110 0.953
N 1.456 0.153 1.655
C 0.414 1.095 1.272
C 0.399 1.614 -0.170
C 2.791 0.700 1.790
C 3.596 0.960 0.508
H 2.037 -2.337 2.611
H 2.054 -3.143 1.039
H 3.312 -1.981 1.435
H 0.329 -1.446 1.007
H 1.606 -1.013 -0.119
H 0.450 1.947 1.956
H -0.549 0.614 1.464
H 1.187 2.347 -0.345
H -0.552 2.108 -0.361
H 0.498 0.812 -0.902
H 3.376 0.024 2.421
H 2.726 1.629 2.363
H 3.532 0.127 -0.192
H 4.651 1.094 0.759
H 3.271 1.864 -0.006
C 7.031 -3.958 2.684
C 7.178 -2.591 3.334
N 5.907 -1.979 3.663
C 6.018 -0.574 4.013
C 6.802 -0.207 5.279
C 5.025 -2.773 4.499
C 5.544 -3.214 5.875
H 6.382 -3.904 1.809
H 8.009 -4.319 2.361
H 6.622 -4.699 3.372
H 7.688 -1.932 2.627
H 7.844 -2.683 4.207
H 5.013 -0.150 4.087
H 6.483 -0.060 3.166
H 6.246 -0.439 6.186
H 6.994 0.868 5.290
H 7.768 -0.711 5.326
H 4.739 -3.667 3.940
H 4.088 -2.225 4.632
H 6.565 -3.596 5.827
H 4.914 -4.017 6.262
H 5.515 -2.407 6.605
```



Below is 7 unconnected molecules or ions with the total composition C20H46Cl2N6O6 in a non-equilibrium geometry, with properties calculated with ωB97M-V/def2-TZVPD.

Output
* largest force on an atom: 3.6 eV/Å
* total charge: 0
* HOMO-LUMO gap: 9.2204 eV
* structure (SMILES): CN(C)C=O.CN(C)C=O.CN(C)C=O.CN(C)C=O.CN(C)C=O.CN(C)C=O.ClCCCl
* LUMO level: 0.2 eV
* 2S+1: 1

```
80
C20H46Cl2N6O6 ωB97M-V/def2-TZVPD
C 5.520 2.150 2.994
N 6.699 2.696 3.709
C 6.480 4.039 4.072
C 7.781 1.952 4.002
O 8.826 2.327 4.532
H 5.086 2.851 2.281
H 4.743 1.793 3.670
H 5.789 1.347 2.308
H 7.285 4.305 4.757
H 6.409 4.786 3.282
H 5.570 4.005 4.670
H 7.707 0.903 3.676
C -2.907 -4.354 -2.831
N -3.581 -5.647 -2.666
C -5.063 -5.591 -2.697
C -2.862 -6.809 -2.579
O -3.405 -7.904 -2.437
H -3.430 -3.831 -3.631
H -1.874 -4.560 -3.110
H -2.873 -3.742 -1.929
H -5.473 -4.857 -2.004
H -5.510 -5.421 -3.676
H -5.539 -6.488 -2.300
H -1.776 -6.629 -2.621
C 0.680 5.943 -2.880
N -0.500 5.061 -2.918
C -1.263 5.014 -4.194
C -0.814 4.220 -1.872
O -1.809 3.518 -1.897
H 1.411 5.867 -3.685
H 1.287 5.828 -1.982
H 0.205 6.922 -2.930
H -2.063 4.276 -4.244
H -1.647 6.031 -4.284
H -0.489 4.997 -4.962
H -0.059 4.361 -1.084
C 3.240 1.960 -5.796
N 2.876 1.523 -4.477
C 1.676 0.648 -4.457
C 3.518 2.027 -3.387
O 3.060 1.768 -2.282
H 3.603 1.080 -6.326
H 4.061 2.677 -5.824
H 2.390 2.439 -6.283
H 1.849 -0.216 -5.100
H 1.464 0.189 -3.492
H 0.735 1.086 -4.788
H 4.295 2.749 -3.681
C -6.634 3.297 2.118
N -6.447 1.855 2.291
C -7.125 1.241 3.442
C -5.942 1.074 1.285
O -6.020 -0.191 1.315
H -6.357 3.627 1.117
H -6.104 3.838 2.902
H -7.655 3.662 2.234
H -6.750 0.228 3.591
H -6.885 1.639 4.428
H -8.174 1.180 3.151
H -5.564 1.676 0.445
C -0.882 -0.504 1.510
N -0.510 -1.469 2.491
C 0.836 -1.385 3.131
C -1.461 -2.327 2.869
O -1.169 -3.143 3.738
H -1.778 -0.830 0.981
H -0.128 -0.342 0.740
H -0.995 0.469 1.988
H 1.650 -1.314 2.409
H 0.932 -0.488 3.742
H 1.006 -2.130 3.909
H -2.426 -2.242 2.346
Cl 4.620 -5.587 3.554
C 3.713 -7.031 2.916
C 2.180 -6.627 2.829
Cl 1.261 -7.914 1.976
H 3.603 -7.821 3.659
H 4.077 -7.442 1.975
H 1.970 -5.645 2.406
H 1.847 -6.642 3.866
```



Below is 7 unconnected molecules or ions with the total composition C20H46N6O11S in a non-equilibrium geometry, with properties calculated with ωB97M-V/def2-TZVPD.

Output
* largest force on an atom: 1.1 eV/Å
* total charge: 0
* HOMO-LUMO gap: 9.2728 eV
* LUMO level: 0.6 eV
* 2S+1: 1

```
84
C20H46N6O11S ωB97M-V/def2-TZVPD
O 2.325 -0.090 3.948
C 2.228 -0.303 2.772
O 1.052 -0.634 2.211
C 3.482 -0.127 1.889
O 3.856 1.241 1.974
S 3.538 2.039 0.525
O 2.204 2.577 0.580
O 4.519 3.338 0.804
H 1.225 -1.312 1.533
H 4.270 -0.702 2.372
H 3.317 -0.455 0.858
H 4.756 3.364 1.745
C -3.519 0.022 3.330
O -3.224 -0.469 2.250
N -2.647 0.283 4.312
C -3.060 0.843 5.586
C -1.239 -0.011 4.085
H -4.558 0.284 3.591
H -2.553 1.799 5.744
H -2.792 0.161 6.380
H -4.135 1.000 5.604
H -0.876 0.560 3.233
H -1.122 -1.070 3.858
H -0.656 0.241 4.966
C 3.771 1.521 -3.162
O 3.758 1.559 -1.938
N 3.170 2.415 -3.951
C 3.216 2.323 -5.402
C 2.447 3.512 -3.325
H 4.292 0.725 -3.718
H 3.683 3.221 -5.810
H 2.202 2.237 -5.795
H 3.786 1.458 -5.712
H 3.127 4.094 -2.702
H 1.656 3.117 -2.687
H 2.015 4.151 -4.091
C 5.185 0.670 -8.145
O 4.058 1.038 -7.869
N 5.552 -0.612 -8.320
C 6.913 -0.988 -8.647
C 4.544 -1.650 -8.174
H 6.018 1.381 -8.277
H 6.931 -1.517 -9.602
H 7.313 -1.643 -7.871
H 7.542 -0.104 -8.721
H 3.740 -1.488 -8.891
H 4.118 -1.614 -7.171
H 4.992 -2.626 -8.344
C -0.145 -2.524 -0.958
O 0.491 -1.597 -0.479
N -1.464 -2.502 -1.176
C -2.168 -3.630 -1.748
C -2.216 -1.298 -0.825
H 0.333 -3.473 -1.258
H -2.650 -3.330 -2.680
H -2.931 -3.981 -1.051
H -1.475 -4.445 -1.954
H -1.828 -0.446 -1.383
H -2.109 -1.090 0.239
H -3.266 -1.438 -1.063
C -4.344 2.569 -1.856
O -3.830 1.581 -2.345
N -4.353 2.863 -0.543
C -4.986 4.057 -0.025
C -3.704 1.944 0.382
H -4.861 3.326 -2.471
H -4.247 4.674 0.491
H -5.775 3.784 0.679
H -5.423 4.636 -0.836
H -2.650 1.847 0.122
H -4.165 0.961 0.310
H -3.794 2.312 1.401
C -3.680 -1.797 7.967
O -4.345 -1.173 7.160
N -3.276 -3.069 7.803
C -2.481 -3.762 8.798
C -3.652 -3.766 6.583
H -3.344 -1.353 8.919
H -1.530 -4.072 8.362
H -3.017 -4.646 9.149
H -2.284 -3.109 9.646
H -3.261 -3.231 5.717
H -4.739 -3.802 6.500
H -3.254 -4.777 6.598
```



Below is 3 unconnected molecules or ions with the total composition C20H46N6O8P2S2 in a non-equilibrium geometry, with properties calculated with ωB97M-V/def2-TZVPD.

Output
* largest force on an atom: 7.4 eV/Å
* total charge: 0
* HOMO-LUMO gap: 7.2684 eV
* structure (SMILES): O=C1OC(=O)C(CCCCS(=O)(=O)O)=C1S.CN(C)P(=O)(N(C)C)N(C)C.CN(C)P(=O)(N(C)C)N(C)C
* LUMO level: -0.8 eV
* 2S+1: 1

```
84
C20H46N6O8P2S2 ωB97M-V/def2-TZVPD
O 0.308 -0.821 -0.046
C 0.168 0.102 0.643
O 0.343 0.203 1.992
C -0.066 1.435 2.487
O -0.121 1.728 3.594
C -0.440 2.220 1.227
C -0.952 3.676 1.223
C -2.371 3.667 0.561
C -3.430 4.557 1.278
C -4.841 4.027 0.842
S -5.340 2.560 1.806
O -4.708 2.583 3.099
O -6.769 2.560 1.909
O -4.909 1.245 0.959
C -0.310 1.479 0.128
S -0.608 1.837 -1.592
H -0.217 4.266 0.639
H -0.936 4.081 2.249
H -2.291 3.961 -0.497
H -2.745 2.625 0.626
H -3.326 5.578 0.855
H -3.321 4.582 2.372
H -5.617 4.803 0.836
H -4.702 3.656 -0.195
H -4.444 0.625 1.556
H -1.962 1.768 -1.788
C 4.526 1.707 -1.302
N 3.772 1.246 -2.447
C 2.982 0.054 -2.153
P 4.048 1.570 -4.120
O 2.596 1.904 -4.442
N 4.619 3.189 -4.414
C 4.793 4.155 -3.347
C 3.957 3.869 -5.529
N 5.698 1.030 -4.014
C 5.923 -0.391 -3.763
C 6.922 1.801 -4.101
H 5.587 1.424 -1.330
H 4.126 1.298 -0.373
H 4.451 2.786 -1.173
H 3.595 -0.858 -2.175
H 2.172 -0.071 -2.875
H 2.505 0.116 -1.174
H 3.855 4.359 -2.814
H 5.173 5.101 -3.740
H 5.555 3.831 -2.636
H 2.983 4.278 -5.236
H 3.801 3.190 -6.366
H 4.576 4.695 -5.892
H 6.034 -0.591 -2.691
H 6.818 -0.761 -4.267
H 5.090 -0.987 -4.138
H 7.193 2.218 -3.126
H 6.865 2.603 -4.831
H 7.762 1.180 -4.430
C -3.931 -5.853 2.567
N -3.633 -4.819 1.601
C -3.966 -5.215 0.237
P -2.543 -3.486 1.751
O -3.541 -2.458 1.221
N -2.519 -2.809 3.357
C -3.365 -3.310 4.423
C -2.573 -1.348 3.398
N -1.240 -4.545 2.202
C -0.736 -5.458 1.181
C -0.583 -4.695 3.484
H -3.049 -6.423 2.889
H -4.635 -6.582 2.163
H -4.436 -5.454 3.446
H -3.195 -5.864 -0.201
H -4.075 -4.341 -0.409
H -4.919 -5.746 0.193
H -4.433 -3.228 4.179
H -3.186 -2.761 5.351
H -3.124 -4.345 4.670
H -3.598 -0.975 3.269
H -1.950 -0.912 2.617
H -2.198 -0.978 4.355
H -1.236 -6.432 1.237
H 0.338 -5.628 1.276
H -0.895 -5.049 0.182
H -1.126 -5.396 4.124
H -0.461 -3.750 4.009
H 0.434 -5.085 3.368
```



- Which of these has the lowest largest force on an atom?
  C20H46N6O11S



- The highest LUMO level belongs to which entry?
  C20H46B2F4N2O5P



- LUMO level of number 4 (C20H46Cl2N6O6)?
  0.2 eV